A molecular structure, C20H20ClGeN5NiO4Se, computed with the ωB97M-V functional and the def2-TZVPD basis.

Geometry as XYZ:
```
53
Properties=species:S:1:pos:R:3:forces:R:3
Ni -2.3291 0.3263 -0.0237 0.116 -0.081 0.071
O -0.0904 1.8947 4.9615 0.070 0.031 0.015
C 0.6367 2.4336 3.9981 0.000 -0.021 0.028
O 1.6278 3.0792 4.2149 -0.006 0.006 -0.005
C 0.1781 2.1956 2.5946 -0.060 -0.081 0.027
C 0.8203 2.6529 1.4487 0.032 0.072 -0.001
Cl 2.2100 3.5913 1.2576 -0.003 -0.012 -0.025
N 0.1307 2.2287 0.3714 0.020 -0.061 0.000
N -0.9316 1.5143 0.7665 -0.005 0.057 0.155
C -0.9210 1.4793 2.0921 0.023 0.054 -0.144
C -2.0125 0.6410 2.7107 0.092 0.064 -0.010
O -2.0750 0.5301 3.9271 -0.043 -0.045 0.061
O -2.7818 0.0780 1.8559 -0.082 -0.055 -0.116
C 0.4022 2.3906 -1.0301 -0.067 0.029 -0.033
C -0.2631 3.3820 -1.7311 0.061 -0.053 -0.070
C -0.0691 3.4735 -3.1018 0.115 0.112 0.017
C 0.7782 2.5815 -3.7465 0.002 0.017 0.078
C 1.4385 1.5959 -3.0254 0.011 -0.009 -0.044
C 1.2530 1.4951 -1.6553 -0.009 -0.035 0.027
H -0.8683 1.3697 4.6269 -0.027 0.017 -0.021
H -0.9321 4.0584 -1.2176 -0.028 0.030 0.037
H -0.5994 4.2291 -3.6662 0.049 -0.019 0.031
H 0.9094 2.6424 -4.8184 0.000 -0.003 -0.004
H 2.0878 0.8950 -3.5322 0.003 0.001 -0.007
H 1.7533 0.7259 -1.0791 0.002 0.003 0.015
N -2.7253 0.6501 -1.8656 -0.167 0.035 -0.105
C -2.6224 1.0540 -2.9535 0.037 0.046 0.155
C -2.4900 1.5524 -4.2217 0.040 0.028 -0.068
C -2.8039 2.9167 -4.4519 -0.121 -0.115 -0.020
N -3.0358 4.0353 -4.6057 -0.024 0.007 -0.022
C -1.7991 0.7758 -5.1866 -0.019 -0.039 -0.030
N -1.2190 0.1317 -5.9464 0.011 0.026 0.005
C 2.5235 -2.8451 2.9968 0.002 -0.004 -0.010
Ge 1.6067 -3.0019 1.2841 0.005 -0.007 -0.003
C 0.8375 -4.7792 1.0413 -0.007 0.003 -0.004
C 2.7821 -2.5528 -0.2075 -0.002 -0.001 -0.007
C 0.1671 -1.6426 1.2747 -0.035 0.045 0.008
Se -0.9838 -1.7403 -0.2958 -0.016 -0.006 0.015
C -2.3211 -2.9522 0.4279 0.032 -0.029 0.000
H 3.3574 -3.5458 3.0418 0.001 0.002 0.005
H 1.8467 -3.0646 3.8224 -0.005 -0.001 -0.005
H 2.9169 -1.8375 3.1339 -0.002 0.000 -0.002
H 1.6301 -5.5274 1.0672 -0.001 0.001 -0.004
H 0.3335 -4.8599 0.0770 0.005 -0.001 0.005
H 0.1272 -5.0144 1.8344 -0.001 0.002 0.002
H 3.5574 -3.3102 -0.3231 0.008 0.008 -0.002
H 3.2707 -1.5920 -0.0372 -0.002 -0.006 0.002
H 2.2205 -2.4998 -1.1416 0.000 -0.003 0.009
H 0.6295 -0.6538 1.2481 -0.001 -0.012 -0.007
H -0.4752 -1.6833 2.1552 -0.002 -0.012 -0.005
H -1.8529 -3.9104 0.6356 -0.008 0.015 0.001
H -3.0901 -3.0749 -0.3311 0.000 -0.003 -0.001
H -2.7410 -2.5118 1.3287 0.003 0.001 0.006
```
Positions in Å, forces in eV/Å.

ΔE to the lowest compared entry with this formula, charge and spin, kcal per mole: 0.6
HOMO (alpha / beta), eV: -8.659 / -8.697
Lowest unoccupied orbital energy (alpha / beta), eV: -0.3 / -1.8
Kohn-Sham gap (alpha / beta), eV: 8.4 / 6.9
Spin multiplicity: 3

natural (NBO) atomic charge list, values in e, 2 entries: Ni 1.373; O -0.670